(1)
Here is the molecule C15H25NO from OMol25. Energies are from ωB97M-V with the def2-TZVPD basis set.

```
42
Properties=species:S:1:pos:R:3:forces:R:3:mulliken_charge:R:1
O 5.27882 0.68684 0.35030 0.24 0.15 0.00 -0.558
N 1.30992 -0.52607 -0.47221 -0.11 0.01 -0.11 0.189
C 3.69378 -0.24666 -1.16140 0.05 -0.15 0.36 -0.689
C -1.96596 -0.53936 1.79116 -0.10 0.07 -0.22 -2.079
C 2.97009 0.45968 1.11973 0.05 -0.26 -0.21 -0.827
C -3.35251 -1.92356 0.29784 0.07 0.24 -0.11 -1.573
C 0.68286 0.66118 -1.03290 -0.09 0.04 0.11 -1.326
C 1.69587 -0.37392 0.91485 0.05 0.06 0.25 -0.564
C 4.12176 -0.12554 0.29894 -0.41 -0.02 -0.05 0.159
C -0.74104 0.78185 -0.57108 0.15 0.21 -0.05 0.663
C -1.27040 1.86877 -0.01990 0.10 0.17 0.01 -0.889
C -2.58079 -0.61062 0.40082 0.02 -0.29 0.42 1.883
C -2.73679 1.91173 0.31030 -0.04 -0.09 -0.02 -1.022
C -2.91067 0.25446 -1.52705 -0.18 -0.02 -0.33 -1.026
C -3.39749 0.60067 -0.11128 -0.29 0.20 0.09 -0.357
C -1.67618 -0.36261 -0.83718 0.14 -0.14 -0.17 -0.301
C 2.40200 -1.06776 -1.25300 0.20 0.03 -0.13 -1.000
H -3.83488 -2.04452 -0.66691 -0.08 -0.06 -0.12 0.331
H 2.80144 1.49021 0.79973 0.06 0.06 0.01 0.238
H -2.71649 1.09514 -2.19090 0.00 0.02 -0.08 0.400
H -3.53836 -0.47006 -2.03773 -0.04 -0.06 0.02 0.330
H -4.47164 0.60631 0.08127 -0.03 -0.01 0.03 0.431
H 0.86427 0.08257 1.45251 0.01 -0.09 0.08 0.099
H 3.53744 0.75559 -1.56315 0.02 0.08 -0.04 0.292
H -4.12116 -1.96451 1.06796 -0.09 -0.04 0.08 0.380
H -2.75418 -0.54989 2.54240 -0.07 -0.04 0.13 0.471
H -3.20186 2.74799 -0.22245 -0.04 0.01 0.06 0.479
H 4.48879 -0.72064 -1.73690 0.05 0.01 -0.06 0.413
H -1.32469 -1.40363 1.95210 0.09 -0.12 0.08 0.359
H 1.22433 1.59159 -0.80272 -0.03 -0.01 -0.10 0.206
H 5.51780 0.82985 1.27244 -0.02 -0.02 -0.04 0.346
H 2.08274 -1.14999 -2.29433 0.01 -0.08 0.04 0.451
H -1.17585 -1.21674 -1.28749 0.05 -0.07 0.00 0.435
H 2.59607 -2.07909 -0.87811 0.02 -0.03 -0.10 0.428
H 1.85913 -1.37780 1.32195 -0.06 0.03 0.09 0.426
H 4.36048 -1.13234 0.68611 -0.08 0.09 -0.08 0.170
H 3.22881 0.47445 2.18169 0.01 0.04 0.04 0.487
H -1.37067 0.35638 1.93185 0.05 0.06 0.09 0.394
H -2.88362 2.09442 1.37884 -0.02 0.04 0.04 0.376
H -2.67535 -2.76261 0.44609 0.05 -0.12 0.02 0.397
H -0.68752 2.75494 0.18965 0.22 0.07 -0.03 0.415
H 0.67174 0.54332 -2.12184 0.07 0.03 0.00 0.563
```
Forces are in eV/Å.

HOMO = -8.38 eV
energy relative to the best compared isomer or geometry (same formula, charge and spin) = 13.4 kcal per mole
orbital gap = 9.246 eV
F_max = 0.010 Eh/bohr

(2)
Here is C5H10O2 as an isolated structure from OMol25. Energies are from ωB97M-V with the def2-TZVPD basis set.

```
17
Properties=species:S:1:pos:R:3:forces:R:3:mulliken_charge:R:1
O 0.30462 -2.03387 0.62911 0.36 -0.33 -0.14 -0.540
O -0.24707 1.55686 -1.22220 0.93 1.67 -0.28 -0.614
C 0.65770 -0.71604 0.98470 -0.21 0.27 -0.36 0.149
C -0.55090 0.22979 0.75464 -0.93 -0.35 -1.55 -0.425
C 1.44027 0.16871 -0.02663 0.15 0.06 -0.29 -0.967
C 0.32488 1.23979 0.04197 0.16 0.29 -0.51 0.105
C -1.45970 -0.35430 -0.83533 0.12 -0.50 1.70 -1.092
H 0.59802 2.19938 0.48982 0.08 -0.34 0.55 0.401
H -1.08832 1.99742 -1.03483 0.31 -0.01 -0.13 0.338
H -1.13864 0.50038 1.66795 -0.15 -0.28 -1.20 0.305
H 1.46197 -0.29908 -1.01109 0.07 0.07 -0.02 0.270
H 1.07943 -2.60221 0.68122 0.01 0.01 0.04 0.295
H 1.17034 -0.74423 1.97404 -0.74 0.44 -0.33 0.413
H 2.44585 0.48782 0.26312 -0.16 -0.08 -0.05 0.304
H -1.62266 -1.31321 -0.42162 -0.95 -1.12 -0.03 0.461
H -2.40205 0.17376 -1.09283 0.55 -0.14 0.92 0.325
H -0.97374 -0.49098 -1.84204 0.37 0.36 1.69 0.273
```
Forces are in eV/Å.

HOMO = -9.53 eV
energy relative to the best compared isomer or geometry (same formula, charge and spin) = 100.1 kcal per mole
orbital gap = 10.373 eV
F_max = 0.038 Eh/bohr

(3)
Here is a 40-piece molecular cluster, H80O40 overall from OMol25. Energies are from ωB97M-V with the def2-TZVPD basis set.

```
120
Properties=species:S:1:pos:R:3:forces:R:3:mulliken_charge:R:1
O 2.99519 -3.64967 2.70881 1.78 1.53 0.85 -0.711
O 2.32347 -0.99465 4.76613 1.29 0.64 -0.07 -0.699
O -3.23905 2.58399 -0.65838 -0.19 1.32 0.60 -0.634
O 3.56355 -0.31734 -4.71646 0.18 2.63 0.39 -0.623
O 0.42425 1.96900 2.53517 -1.22 -0.49 2.58 -0.119
O -2.69956 5.18115 -1.15630 1.76 -1.70 0.79 -0.639
O -3.46627 -4.83373 -2.07223 -0.66 -0.80 -0.24 -0.625
O -1.61910 1.32301 6.14122 0.04 -0.31 1.35 -0.652
O -2.01554 -1.65664 1.57737 -0.70 -0.32 -0.51 -0.804
O 3.61959 2.28399 4.16938 0.60 -0.13 2.50 -0.516
O 0.83527 0.67374 -4.36258 -1.31 1.87 1.07 -0.422
O -1.77238 0.90685 -2.13946 1.40 -0.45 -0.82 0.366
O 1.08980 1.36811 5.92080 2.22 -2.61 -0.84 -0.613
O -3.42238 3.12413 -3.93608 -0.20 -0.68 1.40 -0.665
O 2.58417 -0.69249 -2.05952 -0.54 2.64 -2.54 -0.257
O -3.95431 1.42505 2.06476 1.06 -0.64 3.12 -0.584
O -1.00610 -5.53369 -0.45026 -0.78 -2.60 0.40 -0.706
O -0.07073 -3.27030 -0.13497 0.00 -0.22 -0.15 0.160
O 4.11331 -3.07606 -1.58987 0.28 -2.62 0.54 -0.536
O 4.24695 1.99102 -0.42638 -0.10 2.71 1.45 -0.624
O 1.51594 -5.42067 -1.41957 1.49 -0.22 1.14 -0.633
O 0.36413 5.23958 -0.51323 -0.76 1.79 0.58 -0.626
O -2.18172 -1.98924 -3.13273 3.12 -0.85 -1.24 -0.531
O 1.02430 -4.15331 4.19825 1.96 2.20 1.48 -0.662
O 0.22190 4.59855 2.43077 -0.23 0.06 0.97 -0.645
O 0.91136 -1.35369 2.47819 0.00 2.49 1.22 0.269
O -2.13324 5.95157 1.30160 -1.60 0.08 -1.94 -0.665
O -4.29218 -1.23625 -4.57823 -0.39 0.31 -1.46 -0.710
O -0.48728 3.14794 0.68374 -3.45 0.14 -0.68 0.421
O 1.89179 -1.36947 0.11207 -0.30 -0.27 3.12 0.139
O 3.13925 3.25097 -4.93770 2.52 -0.90 -1.08 -0.620
O -1.80961 -0.01650 3.71001 1.52 2.17 1.64 -0.529
O -3.88281 -3.02534 -0.58147 -2.66 -1.39 4.18 -0.441
O -4.85289 0.13194 -2.53824 0.78 -0.24 1.33 -0.657
O -1.59623 0.81913 0.78656 -0.54 0.51 -1.40 0.405
O 0.93713 3.64119 -2.86188 0.13 0.51 -0.31 -0.680
O 4.65213 -0.45175 1.77997 -1.61 -0.37 1.36 -0.614
O 1.34401 2.03862 -1.08987 -0.25 -1.58 1.28 -0.350
O 1.44147 -5.17499 1.23866 -1.60 0.69 -0.27 -0.751
O 1.53098 -3.56471 -3.20255 0.33 -0.23 0.45 -0.582
H 3.19820 -0.54336 4.55475 -1.80 -1.13 0.12 0.304
H -2.83209 -2.22258 -2.51791 -1.46 -0.55 1.88 0.228
H 1.77210 -4.50338 -3.25250 -0.37 0.15 -0.47 0.307
H 3.74977 -0.23342 2.11818 1.00 -0.37 -0.12 0.181
H -3.02310 3.52916 -0.82554 -0.59 -0.02 0.13 0.447
H -2.05759 2.13826 6.42610 0.20 -0.28 -0.92 0.284
H -1.45454 2.98066 0.45572 1.70 1.37 -0.45 0.013
H 3.10103 2.56106 -5.62623 -0.55 0.67 0.57 0.316
H 4.49809 2.79747 -0.92361 0.15 -0.93 -0.81 0.288
H 2.49998 -4.35702 2.29433 -0.57 0.13 -0.79 0.609
H -4.06265 -3.07281 0.44454 1.37 1.07 -2.46 0.226
H -1.74599 5.91801 2.15046 0.85 -0.60 1.41 0.280
H -3.27015 -5.44210 -2.79368 0.49 0.42 0.07 0.261
H 0.54348 1.78963 3.48733 0.28 0.03 -0.28 0.090
H 0.22344 1.41672 -4.08650 1.15 -1.17 -0.09 0.141
H -0.36847 -2.40218 0.13932 0.66 0.37 -0.05 -0.154
H 4.68004 -3.05452 -2.38799 -0.55 -0.13 0.65 0.272
H -4.28718 2.75998 -4.16499 0.04 0.07 -0.32 0.307
H 1.95615 -1.41814 3.95866 0.61 0.61 0.12 0.246
H -0.34153 5.92042 -0.70772 1.31 -1.10 0.48 0.234
H 0.29302 -2.05062 2.47491 -1.23 -1.59 -0.38 0.059
H 1.13009 2.26378 -2.00957 0.83 0.67 0.55 0.186
H -1.34406 0.35282 1.55762 0.60 -0.40 1.17 -0.356
H -2.36491 5.55626 -0.31368 -0.39 0.71 -1.07 0.359
H 0.76502 -3.21118 -0.61909 -0.22 0.83 0.15 0.237
H 0.89773 -4.40250 0.88889 0.91 -0.64 0.37 0.406
H -2.83440 5.27826 1.20843 0.45 0.35 1.06 0.278
H -2.60030 2.17417 -1.22972 0.56 -1.20 -0.52 0.142
H 2.68396 -0.76202 -3.05116 0.01 -0.30 1.34 0.261
H -1.38420 1.25303 5.21816 -1.06 0.91 -0.64 0.342
H 0.65933 -5.81756 -1.38524 -1.05 -0.76 -0.41 0.310
H 4.12586 -4.05309 -1.26628 0.18 2.55 -0.99 0.304
H -1.44076 -2.65968 -3.02829 -1.13 1.26 -0.20 0.173
H 2.30757 3.47404 -4.59317 -1.73 0.18 0.51 0.347
H -1.22180 0.43676 -1.48523 -0.33 0.32 0.13 -0.034
H 0.20222 1.64275 5.84795 -1.62 0.28 0.54 0.245
H 0.26005 4.09463 -2.33172 0.21 0.17 0.26 0.179
H 1.12190 0.36312 5.70808 0.12 2.37 0.45 0.362
H -4.57578 -3.75073 -0.68190 1.30 1.09 -1.28 0.300
H -0.53970 -4.77652 -0.77396 -0.75 1.28 0.11 0.310
H -2.82187 -4.12924 -1.95506 0.17 -0.52 -0.38 0.267
H -1.43768 -0.43399 4.50429 -0.92 -1.03 -1.01 0.372
H 3.74484 3.14238 4.60800 -0.19 0.45 -1.02 0.269
H -4.87701 1.32571 2.17777 -1.28 0.14 -0.68 0.242
H -1.42213 1.76737 0.98887 0.31 -1.68 0.39 0.315
H 0.54678 3.39738 -3.68433 -0.85 0.19 -0.97 0.296
H -2.25509 -0.47518 3.02036 -0.06 -0.98 0.25 -0.216
H 0.01472 2.55282 0.13409 0.69 -0.44 -0.97 0.103
H 2.25115 2.24080 -0.81079 -0.17 -0.06 -0.76 0.013
H 0.85726 -3.19584 4.09134 -1.21 -0.58 -0.30 0.162
H 4.71951 0.20343 1.10652 0.46 0.72 -1.27 0.334
H -0.02071 3.63977 2.36747 0.36 0.84 -0.53 0.382
H -3.33035 5.62952 -1.67209 -1.08 1.36 -0.35 0.220
H 1.97088 -3.85237 4.47258 -1.48 -1.99 -0.67 0.406
H 4.51208 -0.21012 -4.73904 1.04 -1.19 -0.31 0.314
H 3.73830 1.82056 5.04907 -0.49 -0.32 -1.60 0.261
H 0.34795 -0.57768 2.75986 0.79 -0.91 -0.50 0.007
H 1.89031 -3.45624 -2.30040 -0.05 0.61 -0.70 0.169
H -2.87594 -1.41743 1.94799 -0.26 -0.45 -0.14 0.526
H -1.22765 0.81046 -2.95501 -0.88 -0.09 0.75 -0.086
H -3.51847 -0.68743 -4.79643 -0.42 -0.50 0.38 0.313
H 3.47909 0.64177 -4.43234 -1.16 -1.28 -0.27 0.281
H 0.63221 4.63066 3.29609 0.30 0.39 0.22 0.254
H -1.96093 -5.41249 -0.34059 0.57 0.43 -0.43 0.292
H 2.23112 -1.68874 -0.70138 1.30 0.07 -1.40 0.152
H 0.40349 5.19594 0.49070 -0.28 -0.20 -1.57 0.265
H -3.63082 1.60249 1.21560 -0.02 0.37 -2.48 0.313
H -2.15637 -1.33690 0.66885 0.23 0.06 0.09 0.133
H 3.03888 -2.81034 2.21909 -0.12 -1.16 -0.05 0.112
H -3.37021 2.77318 -3.00758 0.13 0.48 -1.03 0.326
H 1.80576 -5.61600 -0.49169 -0.03 0.22 -0.71 0.334
H 4.14747 2.54453 0.40558 -0.05 -1.58 -0.46 0.304
H 1.18117 1.60397 2.13779 1.70 -0.63 -1.01 0.032
H 0.56357 0.61164 -5.26937 0.07 -0.58 -1.06 0.237
H -5.19875 -0.51965 -3.14957 -0.24 0.18 -0.49 0.397
H 2.50172 -1.63132 0.84625 -0.81 0.36 -1.41 -0.166
H -3.96882 -1.97371 -4.07542 0.61 -0.45 -0.13 0.383
H 0.68655 -5.64418 1.62983 0.47 -0.42 0.16 0.387
H 2.23563 0.26731 -1.98334 0.60 -2.27 0.42 0.161
H -4.02276 -0.32830 -2.26936 -0.74 1.04 -0.09 0.211
```
Forces are in eV/Å.

HOMO = -10.05 eV
energy relative to the best compared isomer or geometry (same formula, charge and spin) = 248.9 kcal per mole
orbital gap = 9.722 eV
F_max = 0.100 Eh/bohr

> Look up the energy relative to the best compared isomer or geometry (same formula, charge and spin) of the first one.

13.4 kcal per mole

> Which of these has the highest F_max?

H80O40

> Among the records above, which one has the lowest HOMO?

H80O40